# 1
Entry from OMol25: 2 unconnected molecules or ions with the total composition C5H11NO in a non-equilibrium geometry (ωB97M-V/def2-TZVPD).

Atoms and positions in Å:
C (-0.333310, 0.034815, 1.729495)
N (-0.457512, 2.521881, -0.022831)
C (-0.786206, 1.206482, -0.462835)
C (-0.664105, 0.089828, 0.263045)
C (-0.795745, -1.236066, -0.398804)
C (-0.929741, -1.552168, -1.690260)
H (0.414711, -0.701864, 2.022576)
H (0.051282, 1.033566, 1.926796)
H (-1.188604, -0.322554, 2.296531)
H (0.488470, 2.852738, -0.148363)
H (-0.916991, 2.704381, 0.858653)
H (-1.205831, 1.098065, -1.444881)
H (-1.104104, -2.027636, 0.288042)
H (-0.902796, -0.819427, -2.486562)
H (-0.967260, -2.606392, -1.937041)
H (3.421824, -0.899809, -0.929422)
H (2.661215, -1.019230, 0.287758)
O (3.214702, -0.356607, -0.151903)

Cartesian forces (eV/Å) of the 6 atoms listed first:
C 0.48 0.23 -0.71
N -1.35 -0.20 -0.09
C 0.75 -0.10 0.64
C 0.28 -0.99 -0.66
C -1.92 0.05 0.19
C 0.68 0.08 0.45

Computed properties:
**E_LUMO**: 0.8 eV
**SMILES string**: C=C/C(C)=C/N.O
**F_max**: 0.037 hartree/bohr
**Kohn-Sham gap**: 0.3377 Eh
**Energy relative to the best compared isomer or geometry (same formula, charge and spin)**: 2.600 eV

Here are the Mulliken charges for atoms 1 to 6, given in e:
1. C -1.42
2. N -0.58
3. C -0.26
4. C 0.82
5. C -0.32
6. C -0.81



# 2
Entry from OMol25: a single C5H11NO molecule in a non-equilibrium geometry (ωB97M-V/def2-TZVPD).

Atoms and positions in Å:
C (-0.663620, -1.412479, -0.322158)
O (-0.785427, -2.261718, -1.463701)
C (0.749892, -0.937596, -0.233135)
C (1.099179, 0.445284, -0.863917)
C (0.277801, 1.503288, -0.191290)
C (-0.693053, 1.447458, 2.121766)
N (0.309554, 1.642442, 1.270343)
H (-1.410267, -0.470836, -0.430406)
H (-0.927383, -1.995967, 0.522700)
H (-1.705824, -2.219170, -1.753805)
H (1.358638, -1.115513, 0.688959)
H (1.476758, -1.845180, -0.544637)
H (2.235821, 0.658978, -0.675378)
H (0.907126, 0.467563, -1.932794)
H (0.596852, 2.512742, -0.536403)
H (-0.815233, 1.444835, -0.583274)
H (-0.455097, 1.582645, 3.159900)
H (-1.766045, 1.300818, 1.834752)

Cartesian forces (eV/Å) of the 6 atoms listed first:
C -1.14 1.96 -0.87
O -0.43 0.30 -0.42
C 3.95 -2.03 -0.23
C 2.15 -1.21 1.65
C -3.02 2.40 -0.17
C 2.21 0.99 -3.93

Computed properties:
**E_LUMO**: 0.9 eV
**SMILES string**: C=NCCCCO
**F_max**: 0.090 hartree/bohr
**Kohn-Sham gap**: 0.3766 Eh
**Energy relative to the best compared isomer or geometry (same formula, charge and spin)**: 3.432 eV

Here are the Mulliken charges for atoms 1 to 6, given in e:
1. C -0.31
2. O -0.51
3. C -0.62
4. C -0.53
5. C -0.55
6. C -0.28